Record 1
Density functional theory data (ωB97M-V with the def2-TZVPD basis set) for a gas-phase ion, C6H11N (charge +1).

Geometry (Å):
C  0.533  -1.332  1.387
C  0.248  -0.208  0.476
C  1.349  0.570  0.065
N  2.595  0.155  -0.067
C  -1.135  0.281  0.291
C  -1.695  0.055  -1.104
C  -1.877  1.019  -1.990
H  -0.318  -1.781  1.887
H  1.082  -2.170  0.926
H  1.161  -1.086  2.253
H  1.157  1.612  -0.169
H  3.331  0.670  0.408
H  2.735  -0.838  0.093
H  -1.312  1.332  0.544
H  -1.777  -0.265  0.990
H  -2.036  -0.947  -1.341
H  -2.348  0.884  -2.951
H  -1.693  2.047  -1.700

Atoms 1-6, force components in eV/Å:
0.356 -1.395 0.518
0.519 0.452 0.709
-0.793 0.545 -0.740
0.172 -1.008 1.544
-1.280 -0.237 0.168
-0.024 -0.349 -0.332

Charge = +1
Spin multiplicity = 2
Gap between HOMO and LUMO (spin up / spin down) = 0.3568 / 0.2515 Ha
Maximum force = 1.852 eV Å⁻¹


Record 2
Density functional theory data (ωB97M-V with the def2-TZVPD basis set) for a gas-phase ion, C6H11N (charge +1).

Geometry (Å):
C  -0.064  0.467  -2.119
N  -1.749  -0.529  0.005
C  -0.456  -0.344  0.254
C  0.301  0.446  -0.628
C  1.660  0.985  -0.421
C  -0.343  -1.275  2.550
C  0.086  -0.426  1.624
H  0.791  0.101  -2.696
H  -0.981  -0.092  -2.446
H  -0.392  1.403  -2.575
H  -2.148  -0.120  -0.827
H  -2.390  -1.057  0.578
H  1.854  2.003  -0.792
H  2.414  0.362  -0.985
H  2.011  0.889  0.603
H  -0.060  -1.256  3.607
H  -1.059  -2.052  2.322
H  0.527  0.496  1.945

Atoms 1-6, force components in eV/Å:
-1.600 -0.403 -0.205
0.271 -0.424 -0.538
-0.247 1.947 1.552
0.237 -0.176 -3.596
1.399 -0.730 0.581
-0.117 -0.347 0.358

Charge = +1
Spin multiplicity = 2
Gap between HOMO and LUMO (spin up / spin down) = 0.3543 / 0.2971 Ha
Maximum force = 3.608 eV Å⁻¹


Record 3
Density functional theory data (ωB97M-V with the def2-TZVPD basis set) for 2 unconnected molecules or ions with the total composition C6H11N2.

Geometry (Å):
C  0.641  -1.471  1.985
C  1.061  -1.162  0.608
C  0.273  -0.518  -0.296
C  -1.064  -0.079  -0.161
N  -1.462  0.381  -1.305
C  -0.387  0.393  -2.228
C  0.667  -0.155  -1.643
N  0.221  1.952  1.996
H  1.456  -1.706  2.659
H  -0.135  -0.772  2.277
H  1.965  -1.649  0.259
H  0.215  1.417  1.142
H  -1.688  -0.187  0.710
H  -2.200  1.076  -1.324
H  -0.557  0.717  -3.241
H  1.654  -0.331  -2.040
H  0.091  -2.417  1.962
H  0.982  2.617  1.916
H  -0.628  2.492  2.099

Atoms 1-6, force components in eV/Å:
-0.641 -0.366 -0.599
-0.731 -1.104 0.465
0.942 0.033 -0.355
0.164 -1.034 1.319
0.145 1.541 -0.335
-0.750 0.215 -0.803

Charge = +1
Spin multiplicity = 1
Gap between HOMO and LUMO = 0.2880 Ha
Maximum force = 1.684 eV Å⁻¹


Record 4
Density functional theory data (ωB97M-V with the def2-TZVPD basis set) for a gas-phase ion, C6H11N2 (charge +1).

Geometry (Å):
C  1.114  -0.436  -1.765
C  -0.313  -0.064  -1.397
C  -0.623  1.322  -0.927
C  1.190  0.667  0.226
C  -0.221  0.376  0.088
C  -1.198  -1.169  1.931
N  1.993  0.205  -0.723
N  -1.141  0.189  1.196
H  1.193  -1.518  -1.777
H  1.361  -0.084  -2.760
H  -1.172  -0.687  -1.526
H  -0.179  2.111  -1.319
H  1.837  1.246  0.971
H  -0.123  -1.514  1.751
H  -1.417  -0.887  2.944
H  -1.943  -1.822  1.557
H  2.653  0.811  -1.079
H  -1.051  0.811  1.904
H  -1.959  0.443  0.705

Atoms 1-6, force components in eV/Å:
-0.020 -0.401 -0.498
-0.375 1.157 2.027
-1.934 -3.913 0.125
1.111 0.949 1.920
2.735 1.069 0.207
2.687 1.269 -0.865

Charge = +1
Spin multiplicity = 1
Gap between HOMO and LUMO (spin up / spin down) = 0.3010 / 0.3010 Ha
Maximum force = 4.585 eV Å⁻¹


Record 5
Density functional theory data (ωB97M-V with the def2-TZVPD basis set) for a gas-phase ion, C6H11N2O (charge +1).

Geometry (Å):
C  -0.622  -1.622  1.537
C  -0.045  -1.158  0.272
N  0.254  -1.694  -0.764
C  0.475  -0.910  -1.878
C  0.460  0.545  -1.379
N  -0.026  0.467  0.034
C  0.919  1.331  0.787
C  -1.341  1.078  0.346
O  -1.735  1.176  1.440
H  0.102  -1.666  2.289
H  -0.998  -2.642  1.369
H  -1.436  -1.037  1.754
H  -0.204  -1.274  -2.676
H  1.395  -1.137  -2.467
H  1.469  1.155  -1.361
H  -0.296  1.190  -1.863
H  0.946  2.357  0.448
H  0.580  1.384  1.809
H  1.881  1.108  0.852
H  -1.779  1.350  -0.550

Atoms 1-6, force components in eV/Å:
0.633 -2.093 -1.728
-0.634 1.556 1.398
0.489 -2.595 -0.351
1.334 0.467 -2.862
-0.108 1.937 -0.665
2.201 0.236 0.141

Charge = +1
Spin multiplicity = 1
Gap between HOMO and LUMO = 0.4026 Ha
Structure (SMILES) = CC1=NCC[N@@+]1(C)C=O
Maximum force = 4.698 eV Å⁻¹


Record 6
Density functional theory data (ωB97M-V with the def2-TZVPD basis set) for 2 unconnected molecules or ions with the total composition C6H11N2O2.

Geometry (Å):
C  -2.123  0.144  -0.116
C  -1.563  1.309  0.246
C  -1.442  -1.143  -0.194
C  -0.001  1.395  0.209
C  0.069  -0.882  -0.487
C  0.480  0.008  0.565
N  3.373  -0.241  0.631
N  2.390  0.321  0.055
O  4.506  -0.408  0.147
O  2.523  0.596  -1.200
H  -3.257  0.029  -0.136
H  -2.143  2.266  0.508
H  -1.500  -1.652  0.685
H  -1.688  -1.824  -0.992
H  0.338  1.557  -0.806
H  0.398  2.175  0.863
H  0.527  -1.875  -0.440
H  0.457  -0.392  -1.281
H  0.427  -0.377  1.515
H  3.073  -0.749  1.451
H  3.461  0.961  -1.341

Atoms 1-6, force components in eV/Å:
-3.244 1.160 1.063
0.033 0.408 -0.342
2.137 1.523 -3.547
-0.448 -0.274 1.211
0.407 -3.039 2.691
0.206 2.519 -2.451

Charge = +1
Spin multiplicity = 1
Gap between HOMO and LUMO = 0.3178 Ha
Maximum force = 4.412 eV Å⁻¹


Record 7
Density functional theory data (ωB97M-V with the def2-TZVPD basis set) for C6H11N2O2P in the gas phase.

Geometry (Å):
H  -0.701  -3.207  0.727
N  -0.562  -2.365  0.141
C  -1.597  -1.733  -0.095
C  -1.684  -0.627  -0.995
C  -0.383  -0.286  -1.776
C  0.758  0.348  -0.988
N  1.357  -0.340  -0.086
O  2.328  -0.021  0.656
O  1.041  1.610  -1.239
P  1.691  2.687  -0.005
C  1.523  1.902  1.576
C  0.246  1.308  2.137
H  -2.725  -2.130  0.076
H  -2.274  0.269  -0.653
H  -2.280  -1.096  -1.778
H  -0.577  0.466  -2.551
H  -0.030  -1.135  -2.346
H  0.882  -1.235  0.202
H  3.158  2.243  -0.039
H  0.417  0.911  3.162
H  -0.597  2.031  2.289
H  0.008  0.400  1.583

Atoms 1-6, force components in eV/Å:
-0.015 0.557 -0.587
1.447 -1.655 1.592
-4.372 -1.545 0.462
0.429 2.164 -2.321
0.245 1.401 0.307
-0.872 0.237 -0.395

Charge = 0
Spin multiplicity = 1
Gap between HOMO and LUMO = 0.2911 Ha
Structure (SMILES) = [H]/N=C/CC/C(=[NH+]/[O-])O[PH]#CC
Maximum force = 4.660 eV Å⁻¹


Record 8
Density functional theory data (ωB97M-V with the def2-TZVPD basis set) for 2 unconnected molecules or ions with the total composition C6H11N2O2S2.

Geometry (Å):
C  -0.590  3.418  -0.770
C  0.449  2.821  -0.714
C  -0.138  -0.756  0.469
C  -1.857  -2.733  -0.114
C  1.018  -0.492  1.381
C  2.952  2.651  -0.568
N  -2.380  -3.712  -0.804
N  -2.550  -1.965  0.720
O  -0.346  0.131  -0.536
O  1.557  2.176  -0.583
S  -1.782  -0.696  1.495
S  -0.163  -2.409  -0.208
H  0.022  0.978  -0.369
H  -1.583  3.477  -0.820
H  0.956  -1.281  2.103
H  1.956  -0.393  0.795
H  0.875  0.507  2.081
H  3.588  1.982  0.109
H  3.031  3.728  -0.450
H  3.460  2.422  -1.562
H  -3.278  -3.680  -1.218
H  -1.653  -4.210  -1.452
H  -3.543  -1.965  1.013

Atoms 1-6, force components in eV/Å:
2.696 -1.236 0.200
1.167 1.393 0.020
-2.262 1.567 0.489
-0.792 1.655 1.489
-0.084 2.427 1.659
1.293 -1.114 -1.456

Charge = +1
Spin multiplicity = 1
Gap between HOMO and LUMO = 0.3248 Ha
Maximum force = 4.684 eV Å⁻¹


Record 9
Density functional theory data (ωB97M-V with the def2-TZVPD basis set) for 2 unconnected molecules or ions with the total composition C6H11N2OP.

Geometry (Å):
C  -3.142  1.738  -0.548
C  -1.896  1.591  -0.220
N  -0.783  1.358  0.195
P  0.773  2.004  -0.059
O  1.607  0.998  0.919
C  2.600  0.109  0.438
C  2.114  -0.799  -0.686
C  1.065  -1.794  -0.211
H  -3.548  1.254  -1.418
H  -3.798  2.371  0.019
H  0.624  2.961  0.965
H  2.891  -0.482  1.311
H  3.471  0.685  0.101
H  1.693  -0.161  -1.471
H  2.976  -1.328  -1.098
H  0.703  -2.393  -1.043
H  1.486  -2.462  0.538
H  0.215  -1.276  0.226
C  -3.034  -1.440  0.690
N  -2.268  -2.161  0.254
H  -3.748  -0.773  1.096

Atoms 1-6, force components in eV/Å:
-0.989 0.123 -0.390
1.264 -0.303 0.617
-0.927 -0.108 -0.264
0.562 -0.088 0.322
-0.292 0.284 0.203
0.477 -0.278 -0.466

Charge = 0
Spin multiplicity = 1
Gap between HOMO and LUMO = 0.3505 Ha
Structure (SMILES) = C=C=NPOCCC.C#N
Maximum force = 1.438 eV Å⁻¹


Record 10
Density functional theory data (ωB97M-V with the def2-TZVPD basis set) for a gas-phase ion, C6H11N2S (charge +1).

Geometry (Å):
C  0.049  -1.158  1.491
C  -0.874  -0.792  0.397
C  2.034  0.258  1.237
C  -0.852  -1.870  -0.666
C  -2.666  0.564  -0.420
C  3.014  2.419  0.076
N  -1.647  0.200  0.496
N  1.203  -0.651  1.834
S  1.549  1.788  0.935
H  -0.223  -2.086  1.985
H  -1.475  -2.705  -0.343
H  -1.252  -1.492  -1.604
H  0.158  -2.238  -0.835
H  -3.622  0.284  0.029
H  -2.655  1.652  -0.490
H  -2.597  0.121  -1.417
H  3.715  1.605  -0.077
H  3.459  3.200  0.689
H  2.705  2.849  -0.871
H  1.711  -1.165  2.562

Atoms 1-6, force components in eV/Å:
0.289 0.168 0.557
-0.396 0.095 -1.040
0.786 1.258 -1.007
-0.177 0.185 -0.045
-0.408 0.064 -0.516
-0.037 0.144 0.070

Charge = +1
Spin multiplicity = 1
Gap between HOMO and LUMO = 0.2898 Ha
Maximum force = 1.970 eV Å⁻¹


Record 11
Density functional theory data (ωB97M-V with the def2-TZVPD basis set) for a gas-phase ion, C6H11N3 (charge +2).

Geometry (Å):
C  -0.406  1.243  -2.640
N  -0.814  1.673  -1.504
C  -1.127  0.904  -0.326
C  0.262  0.571  0.490
C  -0.236  -0.052  1.790
C  -0.118  -1.348  2.068
C  0.535  -2.252  1.207
N  1.345  -1.796  0.367
N  1.094  -0.283  -0.299
H  -0.078  1.920  -3.400
H  -0.299  0.296  -3.006
H  -0.753  2.614  -1.263
H  -1.551  -0.100  -0.619
H  -1.716  1.594  0.395
H  0.702  1.577  0.513
H  -0.712  0.700  2.576
H  -0.491  -1.774  2.974
H  0.562  -3.292  1.682
H  1.858  -2.282  -0.424
H  1.944  0.086  -0.581

Atoms 1-6, force components in eV/Å:
-0.064 2.808 0.449
0.607 -2.464 -0.612
0.083 -1.131 1.692
-2.093 0.511 -0.659
-0.137 2.520 1.499
-1.377 1.231 0.406

Charge = +2
Spin multiplicity = 1
Gap between HOMO and LUMO = 0.3322 Ha
Structure (SMILES) = C=[NH+]C[C@H]1C=CC=[NH+]N1
Maximum force = 6.728 eV Å⁻¹


Record 12
Density functional theory data (ωB97M-V with the def2-TZVPD basis set) for C6H11N3O2 in the gas phase.

Geometry (Å):
C  -2.241  -1.744  -1.072
C  -1.211  -1.327  0.021
O  -0.243  -0.529  -0.679
C  0.957  -0.405  0.107
C  1.441  -1.511  0.863
N  2.122  -2.277  1.391
N  0.988  0.641  1.067
C  0.656  1.929  0.424
C  2.194  -0.325  -0.858
N  3.238  0.284  -0.187
O  2.366  -0.694  -1.982
H  -1.831  -2.298  -1.905
H  -3.084  -2.264  -0.636
H  -2.427  -0.692  -1.599
H  -0.902  -2.278  0.466
H  -1.623  -0.695  0.817
H  0.428  0.441  1.900
H  0.059  2.619  1.016
H  1.507  2.531  0.093
H  0.241  1.540  -0.514
H  3.255  0.843  0.718
H  4.050  0.522  -0.717

Atoms 1-6, force components in eV/Å:
0.506 3.697 -0.419
-1.393 -0.512 -1.355
1.575 -1.463 1.532
-0.473 0.309 -1.427
0.752 -2.898 1.157
-0.828 0.190 -0.070

Charge = 0
Spin multiplicity = 1
Gap between HOMO and LUMO = 0.3865 Ha
Structure (SMILES) = CCO[C@](C#N)(NC)C(N)=O
Maximum force = 3.755 eV Å⁻¹


Record 13
Density functional theory data (ωB97M-V with the def2-TZVPD basis set) for 2 unconnected molecules or ions with the total composition C6H11N3O2.

Geometry (Å):
C  1.082  -3.007  -1.488
C  1.082  -1.941  -0.436
O  1.536  -0.778  -0.913
C  0.654  -2.143  0.828
C  0.128  -3.370  1.242
N  -0.343  -4.357  1.597
H  0.929  -3.992  -1.057
H  2.026  -2.980  -2.027
H  0.286  -2.805  -2.205
H  1.505  -0.038  -0.266
H  0.674  -1.346  1.560
C  -1.146  2.028  -0.832
N  -0.781  2.481  0.493
N  -1.690  3.232  1.243
C  0.404  2.205  1.045
O  1.272  1.512  0.556
H  -0.274  1.551  -1.275
H  -1.968  1.309  -0.781
H  -1.446  2.877  -1.449
H  -1.848  4.147  0.824
H  -2.584  2.747  1.302
H  0.502  2.668  2.039

Atoms 1-6, force components in eV/Å:
-0.008 0.147 0.143
-0.042 -0.199 -0.148
0.029 0.012 0.135
0.426 1.050 -0.358
-0.300 -0.539 0.191
-0.067 -0.300 0.095

Charge = 0
Spin multiplicity = 1
Gap between HOMO and LUMO = 0.3384 Ha
Structure (SMILES) = C/C(O)=C\C#N.CN(N)C=O
Maximum force = 1.188 eV Å⁻¹